1.
The following is a DFT calculation (the ωB97M-V functional and the def2-TZVPD basis) of a molecular structure, C21H54ClO22S6V.

Atoms and positions in Å:
O (0.38561, -0.24411, -0.20375)
V (-0.87238, 0.03727, -1.02510)
Cl (-2.95536, 0.25264, -2.43577)
O (-0.79953, -0.06851, 4.63210)
S (-0.02776, -1.05768, 3.88597)
O (0.09312, -1.03947, 2.41750)
O (1.48941, -1.07909, 4.44706)
C (1.73389, -1.04936, 5.81145)
C (2.90989, -2.03722, 5.99207)
C (-0.57362, -2.70806, 4.42474)
H (0.86969, -1.31381, 6.42082)
H (2.08520, -0.04577, 6.05121)
H (3.27677, -1.92915, 7.01278)
H (3.71473, -1.98619, 5.25875)
H (2.48584, -3.03765, 6.07815)
H (-0.69604, -2.61662, 5.50398)
H (0.22459, -3.41802, 4.20814)
H (-1.53088, -2.91295, 3.94540)
O (5.19704, 0.17295, -0.33446)
S (4.18097, 1.21395, -0.39595)
O (2.83496, 0.97742, -0.93421)
O (4.02608, 1.75627, 1.19169)
C (4.21781, 0.77314, 2.19616)
C (3.56065, 1.26109, 3.49137)
C (4.85320, 2.78173, -1.09776)
H (5.27138, 0.55830, 2.37490)
H (3.73254, -0.18076, 1.98951)
H (2.47490, 1.35584, 3.47471)
H (4.01032, 2.20413, 3.80212)
H (3.75659, 0.48532, 4.23155)
H (5.01389, 2.64757, -2.16748)
H (5.80242, 2.99617, -0.60677)
H (4.13466, 3.56040, -0.84183)
O (2.48356, -1.38546, -3.46686)
S (1.05912, -1.48451, -3.74518)
O (0.06123, -1.13383, -2.71379)
O (0.70331, -0.52428, -5.07046)
C (1.64559, -0.50026, -6.17065)
C (1.35873, 0.71827, -7.10574)
C (0.62907, -3.06430, -4.56034)
H (1.65581, -1.40432, -6.77947)
H (2.60463, -0.44803, -5.65524)
H (1.98927, 0.65992, -7.99294)
H (1.63337, 1.60118, -6.52854)
H (0.34389, 0.75041, -7.50218)
H (0.25007, -3.74124, -3.79469)
H (1.47329, -3.56153, -5.03798)
H (-0.21304, -2.96595, -5.24539)
O (-2.27547, 0.12766, 0.77537)
S (-3.30523, -0.44581, 1.66722)
O (-3.15933, -1.83349, 2.15212)
O (-3.49935, 0.55712, 2.97073)
C (-4.08585, 0.07563, 4.15049)
C (-4.96964, 1.22414, 4.61494)
C (-4.98455, -0.20101, 0.95629)
H (-3.31193, -0.07078, 4.90396)
H (-4.61986, -0.86974, 4.05452)
H (-5.61488, 0.96915, 5.45562)
H (-5.61339, 1.55127, 3.79845)
H (-4.25870, 1.99952, 4.90032)
H (-5.34266, 0.79933, 1.19958)
H (-5.71055, -0.97493, 1.20540)
H (-4.78507, -0.20846, -0.11528)
O (-1.58084, -4.55298, -1.57117)
S (-1.79004, -3.55901, -0.48792)
O (-1.60661, -2.09809, -0.71447)
O (-3.37089, -3.75340, 0.09470)
C (-3.89294, -5.07538, 0.20511)
C (-4.91009, -5.01635, 1.35225)
C (-0.82897, -4.11242, 1.00718)
H (-3.11604, -5.83090, 0.32214)
H (-4.42607, -5.29501, -0.71990)
H (-4.50898, -4.52394, 2.23810)
H (-5.34290, -5.95006, 1.71138)
H (-5.75017, -4.37277, 1.09115)
H (-1.43023, -3.87637, 1.88517)
H (0.20269, -3.76183, 1.03629)
H (-0.88665, -5.19684, 0.91333)
O (0.30971, 1.47081, -2.34481)
S (0.78797, 2.57575, -3.13795)
O (0.87064, 3.94437, -2.59742)
O (2.23500, 2.20236, -3.93387)
C (3.07194, 3.25362, -4.46313)
C (4.20266, 2.65686, -5.34162)
C (-0.30799, 2.58387, -4.67521)
H (3.44660, 3.93967, -3.70348)
H (2.45017, 3.91049, -5.07142)
H (3.71604, 1.91767, -5.97793)
H (4.91884, 2.08155, -4.75494)
H (4.68226, 3.42821, -5.94420)
H (-0.29707, 1.60691, -5.15845)
H (0.07223, 3.36831, -5.32957)
H (-1.31667, 2.87762, -4.38469)
C (1.37164, 3.76853, 0.97596)
O (-0.03889, 4.14515, 0.95197)
C (-1.03598, 3.38798, 0.43198)
O (-0.99036, 2.30464, -0.11610)
O (-2.11847, 4.10425, 0.67651)
C (-3.45047, 3.51345, 0.61628)
H (1.65651, 3.97298, 2.00801)
H (1.83906, 4.49111, 0.30699)
H (1.63293, 2.77546, 0.61039)
H (-4.20361, 4.30055, 0.65327)
H (-3.61098, 2.91368, 1.51216)
H (-3.67697, 2.95408, -0.29141)

Forces on atoms 1 to 3 (eV/Å):
O -1.00 0.20 -0.39
V 3.03 -0.98 1.71
Cl -0.63 0.08 -0.53

As for the HOMO energy (alpha / beta): -14.6 / -14.6 eV. The largest force on an atom is 4.5 eV/Å. As for the multiplicity: 3. Its net charge is +2.

2.
The following is a DFT calculation (the ωB97M-V functional and the def2-TZVPD basis) of C11H16O2S in the gas phase.

Atoms and positions in Å:
C (-2.15726, -0.43740, 1.18411)
C (-3.53631, -0.54819, 1.01469)
C (-2.67046, -0.76695, -0.91085)
C (-1.60042, -0.56701, -0.12328)
C (2.14136, 0.58659, -0.49168)
C (2.83196, -0.37935, 0.41478)
C (0.50622, -1.90967, 0.50623)
C (-0.13806, -0.51212, -0.48847)
C (0.60461, 0.71932, -0.22718)
C (0.40869, 1.24395, 1.22325)
C (0.11953, 1.82284, -1.20762)
O (-3.85194, -0.77086, -0.23907)
O (-0.04876, -0.91211, -1.84128)
S (2.28942, -2.06502, 0.12266)
H (-1.81982, -0.16370, 2.17251)
H (-4.29683, -0.31282, 1.75427)
H (-2.70925, -1.04944, -2.01181)
H (2.59452, 1.62928, -0.45077)
H (2.40673, 0.23263, -1.53099)
H (3.97857, -0.32809, 0.30119)
H (2.64553, -0.05044, 1.46173)
H (0.62172, -1.64038, 1.47522)
H (0.01482, -2.74383, -0.00104)
H (-0.55414, 1.97632, 1.13768)
H (1.33014, 1.68190, 1.54820)
H (0.06410, 0.40247, 1.80756)
H (-0.95326, 2.10995, -1.10317)
H (0.10873, 1.33180, -2.28416)
H (0.84641, 2.60470, -1.19006)
H (0.82346, -1.18439, -2.02266)

Forces on atoms 1 to 3 (eV/Å):
C -2.85 0.27 0.55
C 2.05 0.77 2.28
C -0.11 -1.07 -3.39

As for the HOMO energy: -8.4 eV. The energy above the lowest of the compared OMol25 structures with the same formula, charge and spin is 0.227 eV. The largest force on an atom is 6.3 eV/Å.